# 1
# C3H7NO2

A molecular structure, C3H7NO2 (the ωB97M-V functional and the def2-TZVPD basis, OMol25).

## Properties
2S+1: 1
E (Eh): -323.59702
Lowest unoccupied orbital energy (alpha / beta) (eV): -0.94 / -0.94
E_HOMO (alpha / beta) (eV): -8.64 / -8.64

Last column: Mulliken charge in e.
Cartesian coordinates (Å):
O: -2.524 -0.367 0.330  -0.6699
C: -1.369 -0.781 -0.099  0.0577
C: -0.139 -0.006 0.285  -0.4569
N: 1.011 -0.085 -0.410  -0.0970
C: 2.279 0.292 0.083  0.0952
O: 2.472 0.670 1.208  -0.4487
H: -2.044 1.198 0.095  -0.0030
H: -1.262 -1.098 -1.172  0.2664
H: -1.007 -1.683 0.498  0.1988
H: -0.034 0.373 1.300  0.4143
H: -1.402 1.664 -0.047  0.0574
H: 0.959 -0.384 -1.380  0.2541
H: 3.060 0.207 -0.693  0.3315



# 2
# C3H7NO2

2 unconnected molecules or ions with the total composition C3H7NO2 at a distorted geometry (the ωB97M-V functional and the def2-TZVPD basis, OMol25).

## Properties
2S+1: 1
E (Eh): -323.61143
Lowest unoccupied orbital energy (alpha / beta) (eV): 0.08 / 0.09
E_HOMO (alpha / beta) (eV): -8.06 / -8.05

Last column: Mulliken charge in e.
Cartesian coordinates (Å):
C: -1.740 0.790 -0.423  -0.9626
C: -0.246 -0.564 0.508  -0.3883
O: 0.131 -1.883 0.689  -0.5429
C: 0.672 0.318 -0.204  0.7608
O: 0.450 1.482 -0.505  -0.5883
N: 1.884 -0.338 -0.594  -0.5793
H: -1.756 1.499 0.409  0.3455
H: -2.432 -0.019 -0.402  0.3737
H: -1.674 1.331 -1.383  0.2966
H: -0.849 -0.287 1.362  0.3772
H: 0.795 -2.120 0.016  0.3751
H: 2.546 -0.322 0.153  0.2456
H: 2.261 0.172 -1.391  0.2870



# 3
# C3H7NO2

C3H7NO2 in the gas phase (the ωB97M-V functional and the def2-TZVPD basis, OMol25).

## Properties
2S+1: 1
SMILES: CO/C([O-])=C/[NH3+]
E (Eh): -323.69105
Lowest unoccupied orbital energy (eV): 0.44
E_HOMO (eV): -7.38

Last column: Mulliken charge in e.
Cartesian coordinates (Å):
C: 2.402 0.278 0.014  -0.5898
O: 1.287 -0.562 0.258  -0.3583
C: 0.076 -0.008 -0.007  0.8600
O: -0.037 1.177 -0.411  -0.7880
C: -1.015 -0.837 0.202  -1.0096
N: -2.245 -0.083 -0.055  -0.2319
H: 3.277 -0.304 0.312  0.2211
H: 2.346 1.199 0.603  0.2653
H: 2.473 0.546 -1.044  0.2669
H: -1.072 -1.863 0.521  0.4169
H: -2.776 0.165 0.785  0.2957
H: -1.828 0.801 -0.452  0.3381
H: -2.889 -0.508 -0.726  0.3135



# 4
# C3H7NO2

2 unconnected molecules or ions with the total composition C3H7NO2 at a distorted geometry (the ωB97M-V functional and the def2-TZVPD basis, OMol25).

## Properties
2S+1: 1
SMILES: C=CN.O=CO
E (Eh): -323.69029
Lowest unoccupied orbital energy (eV): 0.88
E_HOMO (eV): -9.85

Last column: Mulliken charge in e.
Cartesian coordinates (Å):
C: -0.961 -2.405 1.036  -0.5659
C: -0.997 -1.292 0.280  -0.1967
N: 0.113 -0.500 -0.061  -0.5755
H: -1.841 -2.717 1.574  0.2687
H: 0.049 -2.805 1.083  0.2520
H: -1.930 -0.930 -0.146  0.3107
H: 0.726 0.008 0.555  0.3189
H: 0.655 -0.873 -0.837  0.1809
O: 1.375 2.000 -1.907  -0.4554
C: 1.190 2.491 -0.836  0.1560
O: 0.014 2.446 -0.184  -0.4716
H: 1.997 3.034 -0.332  0.3688
H: -0.389 1.543 -0.225  0.4090



# 5
# C3H7NO2

C3H7NO2 in the gas phase (the ωB97M-V functional and the def2-TZVPD basis, OMol25).

## Properties
2S+1: 1
SMILES: CNC(=O)CO
E (Eh): -323.74809
Lowest unoccupied orbital energy (eV): 0.74
E_HOMO (eV): -9.72

Last column: Mulliken charge in e.
Cartesian coordinates (Å):
C: -0.606 -1.842 -0.562  -0.8404
N: -0.012 -0.538 -0.371  -0.1880
C: -0.349 0.317 0.633  0.5974
O: -1.049 0.036 1.590  -0.6287
C: 0.266 1.700 0.428  -0.3789
O: 1.522 1.595 -0.214  -0.5725
H: 0.167 -2.605 -0.698  0.2764
H: -1.201 -2.083 0.321  0.3231
H: -1.260 -1.845 -1.443  0.2802
H: 0.567 -0.150 -1.102  0.2625
H: 0.337 2.223 1.389  0.2832
H: -0.377 2.285 -0.241  0.2524
H: 1.994 0.907 0.270  0.3335



# 6
# C3H7NO2

C3H7NO2 in the gas phase (the ωB97M-V functional and the def2-TZVPD basis, OMol25).

## Properties
2S+1: 1
SMILES: NC(=O)CCO
E (Eh): -323.73074
Lowest unoccupied orbital energy (eV): 0.59
E_HOMO (eV): -9.81

Last column: Mulliken charge in e.
Cartesian coordinates (Å):
N: -1.176 -1.122 -1.111  -0.6761
C: -0.623 0.168 -1.368  0.3743
O: -0.562 0.626 -2.481  -0.4937
C: -0.185 0.934 -0.100  -0.5095
C: 1.028 0.267 0.545  -0.3822
O: 0.590 -0.936 1.169  -0.5569
H: -0.688 -1.489 -0.291  0.3949
H: -2.076 -0.829 -0.734  0.2864
H: -0.975 0.959 0.668  0.2861
H: 0.039 1.968 -0.368  0.3118
H: 1.778 0.061 -0.230  0.3411
H: 1.483 0.935 1.290  0.3161
H: 1.360 -1.480 1.374  0.3077



# 7
# C3H7NO2

C3H7NO2 in the gas phase at a distorted geometry (the ωB97M-V functional and the def2-TZVPD basis, OMol25).

## Properties
2S+1: 1
SMILES: COCC(N)=O
E (Eh): -323.73713
Lowest unoccupied orbital energy (eV): 0.87
E_HOMO (eV): -9.85

Last column: Mulliken charge in e.
Cartesian coordinates (Å):
C: 2.520 -0.244 0.054  -0.6607
O: 1.130 -0.362 0.403  -0.3630
C: 0.273 -0.016 -0.650  -0.1373
C: -1.179 0.184 -0.157  0.3388
N: -1.294 0.210 1.195  -0.3206
O: -2.069 0.265 -0.960  -0.6070
H: 2.808 0.753 -0.381  0.3088
H: 2.844 -1.038 -0.668  0.2612
H: 2.977 -0.396 1.016  0.2399
H: 0.242 -0.766 -1.526  0.2583
H: 0.692 0.891 -1.139  0.2459
H: -0.489 -0.005 1.758  0.2300
H: -2.193 0.331 1.555  0.2058



# 8
# C3H7NO2

C3H7NO2 in the gas phase at a distorted geometry (the ωB97M-V functional and the def2-TZVPD basis, OMol25).

## Properties
2S+1: 1
SMILES: CCO/C=N/O
E (Eh): -323.65820
Lowest unoccupied orbital energy (eV): 0.95
E_HOMO (eV): -9.22

Last column: Mulliken charge in e.
Cartesian coordinates (Å):
C: -1.115 -0.136 -1.897  -0.9647
C: -0.232 -1.112 -1.129  -0.2157
O: 0.986 -0.430 -0.694  -0.3543
C: 0.854 0.233 0.453  0.0869
N: -0.234 0.387 1.079  -0.2666
O: -0.168 1.011 2.298  -0.3641
H: -1.340 0.743 -1.238  0.2712
H: -2.019 -0.598 -2.333  0.3229
H: -0.525 0.310 -2.748  0.2569
H: -0.761 -1.469 -0.210  0.3081
H: 0.077 -1.999 -1.718  0.2906
H: 1.856 0.598 0.754  0.3104
H: 0.767 1.142 2.557  0.3185



# 9
# C3H7NO2

C3H7NO2 in the gas phase at a distorted geometry (the ωB97M-V functional and the def2-TZVPD basis, OMol25).

## Properties
2S+1: 1
SMILES: CCC(=O)NO
E (Eh): -323.64528
Lowest unoccupied orbital energy (eV): 0.52
E_HOMO (eV): -9.96

Last column: Mulliken charge in e.
Cartesian coordinates (Å):
C: -1.772 -0.886 -0.408  -0.9331
C: -0.874 -0.335 0.724  -0.2548
C: 0.035 0.721 0.148  0.3376
O: -0.352 1.782 -0.224  -0.5355
N: 1.405 0.319 0.072  -0.1795
O: 1.597 -1.107 -0.261  -0.4494
H: -1.957 -0.028 -1.185  0.2675
H: -1.131 -1.714 -0.888  0.2470
H: -2.942 -1.394 -0.232  0.2613
H: -1.483 0.298 1.440  0.2387
H: -0.396 -0.995 1.360  0.3615
H: 1.958 0.830 -0.579  0.2849
H: 1.816 -1.636 0.677  0.3538



# 10
# C3H7NO2

3 unconnected molecules or ions with the total composition C3H7NO2 (the ωB97M-V functional and the def2-TZVPD basis, OMol25).

## Properties
2S+1: 1
SMILES: C=C=NO.[H][H].C=O
E (Eh): -323.55750
Lowest unoccupied orbital energy (eV): 0.48
E_HOMO (eV): -9.85

Last column: Mulliken charge in e.
Cartesian coordinates (Å):
C: 1.464 0.547 -0.735  -0.9617
C: 0.337 1.182 -0.544  0.7276
N: -0.600 1.990 -0.490  -0.4215
O: -1.783 1.551 0.099  -0.3413
H: 2.245 0.563 0.019  0.3193
H: 1.634 -0.036 -1.636  0.3190
H: -2.341 2.335 0.016  0.3618
H: 1.914 -1.676 -0.139  0.0342
H: 1.406 -2.074 0.226  -0.0207
C: -1.070 -1.092 0.795  -0.1033
O: -0.552 -2.168 0.961  -0.4627
H: -1.664 -0.850 -0.105  0.2718
H: -0.991 -0.272 1.533  0.2774